# 1
Formula: C9H14O2
Source: the OMol25 dataset
Level of theory: wB97M-V/def2-TZVPD

Computed properties:
- E_HOMO (eV) = -8.64
- SMILES string = Cc1ccc(O)cc1.CCO
- HOMO-LUMO gap (Eh) = 0.3493
- maximum force (eV Å⁻¹) = 3.74

Geometry as ORCA input:
```
! RIJCOSX wB97M-V def2-TZVPD def2/J DEFGRID3
* xyz 0 1
H 3.2298 -0.6474 -2.1924
H -2.0028 -1.3914 -1.5231
H 1.2862 1.5328 3.6926
C 2.1075 0.5424 -0.7175
C 1.1513 1.1242 1.8406
H 2.4637 -0.4339 2.5820
H -3.4287 0.4425 -0.2266
O -2.5842 -2.7640 -0.1917
C 2.6158 -0.0847 0.4311
H -3.4372 -2.9547 0.2045
H -4.1692 -0.8916 0.6339
C -3.6995 -0.6569 -0.3159
C -2.4123 -1.3802 -0.5028
O 0.5488 1.3426 3.0789
C 0.6898 1.8533 0.7677
C 2.3384 0.0395 -2.1260
H 1.5021 -0.6530 -2.3999
H -0.1465 2.6041 0.7484
C 1.1276 1.5160 -0.5315
H 0.8035 2.2034 -1.3380
H 3.5161 -0.6555 0.1918
H -1.5805 -1.0981 0.1596
H 2.3766 0.8050 -2.8810
H -4.4386 -0.5074 -1.0893
C 2.1426 0.1130 1.7044
*
```

# 2
Formula: C9H14O2Si
Source: the OMol25 dataset
Level of theory: wB97M-V/def2-TZVPD

Computed properties:
- E_HOMO (alpha / beta) (eV) = -7.18 / -7.18
- HOMO-LUMO gap (alpha / beta) (Eh) = 0.2818 / 0.2818
- maximum force (eV Å⁻¹) = 6.48

Geometry as ORCA input:
```
! RIJCOSX wB97M-V def2-TZVPD def2/J DEFGRID3
* xyz 0 1
O 0.2572 -2.7790 1.4621
H 2.5974 -0.0759 0.2413
H -4.2806 1.5094 0.3473
H 2.0128 -2.3032 -1.0665
H -2.7624 -0.7810 -2.9900
O 0.0842 -0.5709 2.7754
H 0.5896 -3.2427 0.6546
H 0.5430 1.5350 -0.2806
H 0.0324 -1.0499 3.5961
H 2.6658 -0.8536 -2.1934
Si -0.0889 -1.1951 1.2835
C 1.7945 -0.2385 -0.4978
C 1.2705 1.1231 -0.9633
C -1.8124 -1.0143 -1.0276
C -1.7291 -0.6374 0.3470
C -3.6051 0.8401 -0.0589
H 1.1076 -1.3949 -2.1866
H 2.1602 1.7777 -0.9291
H -4.4837 0.9323 -1.8731
H -2.6088 0.9258 1.7095
H -0.9783 -1.5446 -1.5070
C -2.7083 -0.4382 -1.8644
H 0.8388 0.9422 -1.9980
C 1.9093 -1.2167 -1.4914
C -3.6668 0.4691 -1.4355
C -2.6828 0.2982 0.7814
*
```

# 3
Formula: C9H14O4S
Source: the OMol25 dataset
Level of theory: wB97M-V/def2-TZVPD

Computed properties:
- E_HOMO (eV) = -10.05
- SMILES string = C#CCCC[C@@]1(O)CCOS(=O)(=O)C1
- HOMO-LUMO gap (Eh) = 0.3840
- maximum force (eV Å⁻¹) = 1.66

Geometry as ORCA input:
```
! RIJCOSX wB97M-V def2-TZVPD def2/J DEFGRID3
* xyz 0 1
C 0.9754 -2.6376 -0.2956
C -0.0148 0.5038 -0.2430
C 0.0230 -1.8826 -1.2595
C 0.2127 -3.4285 0.6847
C 0.3512 -0.4009 -1.4450
C -1.3684 1.2281 -0.4692
H 0.6705 -0.1472 1.4862
H -1.0894 -4.8718 1.8374
S -1.6832 2.4211 0.8480
H -1.0158 -2.0359 -0.9744
O -2.6707 3.3307 0.3566
C 0.8881 2.5150 1.0653
H -1.3210 1.7417 -1.4255
H 2.0280 1.1931 -0.2068
H 0.1333 -2.3505 -2.2422
O -0.1422 -0.1963 0.9736
H 0.9126 2.2739 -1.0449
H -2.1972 0.5235 -0.4239
C -0.4673 -4.1674 1.3402
H 1.4013 -0.2768 -1.7155
H 1.6817 -3.2816 -0.8142
H 1.5419 -1.8953 0.2711
O -0.3353 3.2750 1.0383
H -0.2408 -0.0478 -2.2950
O -1.9951 1.7602 2.0742
H 0.9972 1.9646 2.0027
H 1.6926 3.2496 1.0398
C 1.0316 1.6398 -0.1634
*
```

# 4
Formula: C9H14S
Source: the OMol25 dataset
Level of theory: wB97M-V/def2-TZVPD

Computed properties:
- E_HOMO (eV) = -8.97
- SMILES string = Cc1ccccc1.CCS
- HOMO-LUMO gap (Eh) = 0.3581
- maximum force (eV Å⁻¹) = 4.29

Geometry as ORCA input:
```
! RIJCOSX wB97M-V def2-TZVPD def2/J DEFGRID3
* xyz 0 1
H 0.8152 -1.0194 -0.4589
C 0.7420 -1.3376 0.5716
C 0.2862 -3.1142 1.9310
H 1.7385 1.3933 2.3943
H -2.2503 1.0657 -1.7403
H -0.0827 -3.2226 -0.3002
H 1.6522 1.3074 0.7245
C -1.8061 2.4732 -3.5451
C 1.9829 0.7287 1.5461
C 1.3060 -0.5981 1.6288
H 0.0489 1.4320 -2.6700
C -2.4018 2.1912 -2.2244
H -2.1320 2.8680 -1.3867
H 3.1307 0.6775 1.6302
H -2.4015 1.9436 -4.3339
C 1.2986 -1.2368 2.8551
H -0.0204 -4.1425 2.0123
H -1.8192 3.5347 -3.6573
S -0.0435 1.6972 -4.0679
C 0.1720 -2.6754 0.6648
H 0.8458 -3.1733 3.9100
H 1.5808 -0.7310 3.7653
C 0.8402 -2.4884 3.0806
H -3.4826 2.4267 -2.3300
*
```

# 5
Formula: C9H14S2
Source: the OMol25 dataset
Level of theory: wB97M-V/def2-TZVPD

Computed properties:
- E_HOMO (alpha / beta) (eV) = -8.24 / -7.48
- HOMO-LUMO gap (alpha / beta) (Eh) = 0.2708 / 0.2225
- maximum force (eV Å⁻¹) = 3.11

Geometry as ORCA input:
```
! RIJCOSX wB97M-V def2-TZVPD def2/J DEFGRID3
* xyz 0 1
C -0.2529 -1.9293 -0.5730
C 0.3797 -1.6558 1.8602
S -0.6243 0.9831 -2.3180
H 0.3865 -2.7995 -0.8884
C 0.1183 0.3569 0.4475
H -2.7570 2.5979 0.1477
C -2.1332 1.5737 -1.5508
S -1.4391 0.7972 0.9888
H 2.4910 3.0401 -0.0496
H -2.6535 2.2588 -2.2232
C -1.7867 2.1657 -0.1345
H -0.6855 -1.7878 1.8411
C 0.5651 -1.0620 0.4476
H 2.2207 -2.2112 -0.3815
H 2.4239 -0.3015 -0.5102
H -0.3562 -1.2779 -1.4188
C 1.8828 2.1971 0.1837
H 2.7287 -1.1274 0.9268
H 0.5475 -0.9816 2.7734
C 0.9260 1.4658 0.2016
H -1.2581 -2.0885 -0.1661
H -2.7771 0.7465 -1.3301
C 2.1589 -1.1984 0.0370
H 0.8442 -2.6162 1.8967
H -0.9497 2.8541 -0.2080
*
```

# 6
Formula: C9H14Si
Source: the OMol25 dataset
Level of theory: wB97M-V/def2-TZVPD

Computed properties:
- E_HOMO (eV) = -8.66
- HOMO-LUMO gap (Eh) = 0.3452
- maximum force (eV Å⁻¹) = 4.38

Geometry as ORCA input:
```
! RIJCOSX wB97M-V def2-TZVPD def2/J DEFGRID3
* xyz 0 1
H -2.9623 0.0156 -1.3069
H 2.7695 0.6294 1.8125
H -0.8870 -2.8614 0.5763
C -0.3911 -1.3522 -1.6526
H -3.2876 0.9031 0.2372
C -1.2714 -1.8678 0.5577
C -0.3700 1.3521 0.5102
H 2.9681 1.6592 -0.6903
H 1.2940 2.0036 -1.4998
C 0.8680 -1.2585 -1.3647
H -2.8072 1.7228 -1.3046
H -2.3402 -1.8669 0.2947
C -1.2695 0.6171 -0.1768
C -2.6326 0.8046 -0.6630
H -1.0888 -1.6565 -2.4395
H 2.9150 -1.0124 1.2080
H -1.0960 -1.3462 1.4273
H 2.3379 0.7608 -2.1113
C -0.6597 -0.8246 -0.3948
C 2.0820 1.2777 -1.2476
H 1.6534 -0.6354 2.3732
C 2.2129 -0.3375 1.4962
H -0.5150 2.4035 0.7731
Si 1.1431 0.0990 -0.0265
*
```